Record 1
Below is an isolated molecule of C3H4N2O at a distorted geometry, with properties calculated with the ωB97M-V functional and the def2-TZVPD basis.

Structure (ORCA input):
```
! wB97M-V def2-TZVPD RIJCOSX def2/J DEFGRID3
* xyz 0 1
C -1.480 -0.238 -0.055
C 0.026 -0.001 0.000
C 1.027 0.949 0.187
N 2.217 0.260 0.221
N 2.039 -0.952 0.003
O 0.681 -1.167 -0.128
H -1.849 -0.812 0.813
H -1.757 -0.845 -0.932
H -2.040 0.693 -0.092
H 1.282 1.980 0.000
*
```

Its total energy is -8201.1871 eV. The SMILES is Cc1cnno1. Its HOMO-LUMO gap is 10.89 eV. The value obtained for the energy above the lowest of the compared OMol25 structures with the same formula, charge and spin is 2.698 eV. The calculation puts the largest force on an atom at 1.6 eV/Å. As for the highest occupied orbital energy: -0.3697 hartree.

These are the Mulliken partial charges, in e, on atoms 1 to 5: -1.006 0.739 -0.489 -0.251 -0.085

=====

Record 2
Below is an isolated molecule of C3H4N2O at a distorted geometry, with properties calculated with the ωB97M-V functional and the def2-TZVPD basis.

Structure (ORCA input):
```
! wB97M-V def2-TZVPD RIJCOSX def2/J DEFGRID3
* xyz 0 1
C -0.153 0.429 1.163
N -0.929 1.193 0.559
N -1.210 0.999 -0.859
C -0.367 0.245 -1.513
O 0.525 -0.581 -1.002
C 0.585 -0.711 0.535
H 0.096 0.581 2.262
H -0.520 0.242 -2.637
H 1.654 -0.581 0.693
H 0.321 -1.817 0.800
*
```

Its total energy is -8200.7905 eV. The SMILES is C1=NN=COC1. Its HOMO-LUMO gap is 10.18 eV. The value obtained for the energy above the lowest of the compared OMol25 structures with the same formula, charge and spin is 3.095 eV. The calculation puts the largest force on an atom at 2.8 eV/Å. As for the highest occupied orbital energy: -0.3461 hartree.

These are the Mulliken partial charges, in e, on atoms 1 to 5: 0.117 -0.331 -0.460 0.152 -0.369

=====

Record 3
Below is an isolated molecule of C3H4N2O, with properties calculated with the ωB97M-V functional and the def2-TZVPD basis.

Structure (ORCA input):
```
! wB97M-V def2-TZVPD RIJCOSX def2/J DEFGRID3
* xyz 0 1
O -0.649 0.874 -1.971
C -0.327 0.387 -0.744
C 0.867 -0.193 -0.427
N 0.771 -0.465 0.921
C -0.457 -0.056 1.327
N -1.151 0.470 0.343
H -1.472 0.469 -2.258
H 1.737 -0.408 -1.027
H 1.467 -0.925 1.483
H -0.787 -0.154 2.353
*
```

Its total energy is -8203.3233 eV. The SMILES is Oc1c[nH]cn1. Its HOMO-LUMO gap is 9.45 eV. The value obtained for the energy above the lowest of the compared OMol25 structures with the same formula, charge and spin is 0.562 eV. The calculation puts the largest force on an atom at 0.3 eV/Å. As for the highest occupied orbital energy: -0.3143 hartree.

These are the Mulliken partial charges, in e, on atoms 1 to 5: -0.516 0.460 -0.468 -0.037 -0.183

=====

Record 4
Below is an isolated molecule of C3H4N2O, with properties calculated with the ωB97M-V functional and the def2-TZVPD basis.

Structure (ORCA input):
```
! wB97M-V def2-TZVPD RIJCOSX def2/J DEFGRID3
* xyz 0 1
N 1.712 -0.135 0.009
C 0.856 0.757 0.314
C -0.381 1.245 0.270
N -1.329 0.328 0.575
C -1.336 -0.785 -0.200
O -0.596 -1.075 -1.149
H 1.507 -0.758 -0.781
H 2.375 -0.442 0.711
H -0.627 2.302 0.184
H -2.183 -1.438 0.066
*
```

Its total energy is -8200.4763 eV. Its HOMO-LUMO gap (alpha / beta) is 8.59 / 8.59 eV. The value obtained for the energy above the lowest of the compared OMol25 structures with the same formula, charge and spin is 3.409 eV. The calculation puts the largest force on an atom at 0.6 eV/Å. As for the highest occupied orbital energy (alpha / beta): -0.3235 / -0.3236 hartree.

These are the Mulliken partial charges, in e, on atoms 1 to 5: -0.302 0.276 -0.179 -0.546 0.144